Entry 1:
A cluster of 2 separate species, C2H5FO2 in total. Source: the OMol25 dataset; level of theory: ωB97M-V/def2-TZVPD.

```
! RIJCOSX wB97M-V def2-TZVPD def2/J DEFGRID3
* xyz 0 3
C -1.78 0.26 0.05
C 1.93 -0.70 -0.19
O -0.54 0.95 -0.47
O 0.41 0.92 0.49
F 2.97 0.07 -0.07
H -1.62 0.42 1.03
H -2.02 -0.73 -0.19
H -2.56 0.93 -0.26
H 1.70 -1.16 0.75
H 1.51 -0.96 -1.14
*
```

⟨S²⟩: 2.01
HOMO (spin up / spin down): -7.2367 / -10.4912 eV
E: -8959.9476 eV

---

Entry 2:
A cluster of 2 separate species, C2H5FOS2 in total. Source: the OMol25 dataset; level of theory: ωB97M-V/def2-TZVPD.

```
! RIJCOSX wB97M-V def2-TZVPD def2/J DEFGRID3
* xyz 0 1
C 0.62 0.41 -0.51
C -1.35 -0.91 -0.11
O -0.52 -0.40 -0.98
F -1.76 2.21 -0.53
S -1.08 -1.24 1.52
S -2.97 1.41 0.28
H 1.15 0.77 -1.35
H 1.27 -0.16 -0.02
H 0.30 1.34 -0.03
H -2.16 -1.28 -0.52
H -0.12 -0.41 1.65
*
```

HOMO (spin up / spin down): -7.4356 / -7.4350 eV
E: -28586.4208 eV

---

Entry 3:
A cluster of 2 separate species, C2H5FS in total. Source: the OMol25 dataset; level of theory: ωB97M-V/def2-TZVPD.

```
! RIJCOSX wB97M-V def2-TZVPD def2/J DEFGRID3
* xyz 0 1
C -0.74 -0.84 -1.39
S -0.63 -2.06 -2.34
H -1.17 -1.29 -0.63
H -0.26 -0.07 -0.70
C 0.67 0.81 1.06
F -0.62 0.98 0.35
H 1.13 1.80 1.00
H 0.38 0.64 2.12
H 1.24 0.03 0.52
*
```

HOMO: -7.8572 eV
E: -15703.6784 eV
SMILES: C=S.CF

---

Entry 4:
A cluster of 2 separate species, C2H5FS in total. Source: the OMol25 dataset; level of theory: ωB97M-V/def2-TZVPD.

```
! RIJCOSX wB97M-V def2-TZVPD def2/J DEFGRID3
* xyz 0 1
C -0.84 0.15 -0.51
C 0.53 0.19 0.05
F 1.71 -0.50 -1.13
S 1.00 -0.24 1.68
H -1.11 1.05 -1.18
H -1.59 0.29 0.32
H -1.03 -0.85 -1.05
H 1.18 1.15 -0.05
H 0.15 -1.24 1.88
*
```

HOMO: -10.2037 eV
E: -15706.0104 eV

---

Entry 5:
An isolated molecule of C2H5FSi. Source: the OMol25 dataset; level of theory: ωB97M-V/def2-TZVPD.

```
! RIJCOSX wB97M-V def2-TZVPD def2/J DEFGRID3
* xyz 0 1
F 3.32 -0.02 -0.06
C 2.08 -0.11 0.42
C 1.05 -0.03 -0.38
Si -0.79 -0.03 0.01
H 2.05 -0.18 1.55
H 1.30 0.01 -1.63
H -1.27 0.65 -1.39
H -1.03 1.01 1.19
H -1.21 -1.31 0.52
*
```

HOMO: -10.0706 eV
E: -12747.8940 eV
SMILES: F/C=C/[SiH3]

---

Entry 6:
A structure of composition C2H5FSi. Source: the OMol25 dataset; level of theory: ωB97M-V/def2-TZVPD.

```
! RIJCOSX wB97M-V def2-TZVPD def2/J DEFGRID3
* xyz 0 1
C -2.07 0.40 -0.10
C -1.06 -0.33 0.31
F -3.39 0.06 -0.10
Si 0.73 0.19 -0.01
H -1.91 1.75 -0.57
H -1.10 -1.41 0.68
H 1.83 -0.96 0.12
H 1.07 1.24 1.05
H 1.08 0.60 -1.47
*
```

HOMO: -10.3610 eV
E: -12747.1631 eV

---

Entry 7:
A structure of composition C2H5FeMgO3. Source: the OMol25 dataset; level of theory: ωB97M-V/def2-TZVPD.

```
! RIJCOSX wB97M-V def2-TZVPD def2/J DEFGRID3
* xyz 0 6
O -0.74 -0.13 -1.54
C -1.87 0.13 -0.77
C -1.66 -0.11 0.74
O -0.29 0.01 1.01
Fe 1.04 1.38 0.85
H -2.79 -0.38 -1.11
H -2.05 1.22 -0.89
H -2.01 -1.10 1.07
H -2.28 0.59 1.33
Mg 0.63 -0.97 -0.47
O 2.22 -0.04 0.09
H 3.13 -0.02 -0.20
*
```

⟨S²⟩: 8.76
HOMO (spin up / spin down): -6.1790 / -8.6619 eV
E: -48129.0509 eV

---

Entry 8:
A cluster of 2 separate species, C2H5I2N in total. Source: the OMol25 dataset; level of theory: ωB97M-V/def2-TZVPD.

```
! RIJCOSX wB97M-V def2-TZVPD def2/J DEFGRID3
* xyz 0 1
C -0.18 -0.97 0.84
C 0.41 0.93 -0.51
N -0.53 0.31 0.21
I 2.33 0.79 -0.03
I -2.52 0.76 -0.07
H -0.95 -1.09 1.62
H 0.03 -1.80 0.25
H 0.71 -0.88 1.36
H 0.00 1.90 -0.93
H 0.71 0.05 -2.73
*
```

HOMO (spin up / spin down): -6.9509 / -6.9502 eV
E: -19840.7185 eV